A molecular structure, C12H29N2O7S2 in a non-equilibrium geometry, computed with the ωB97M-V functional and the def2-TZVPD basis.

Values from the calculation:
2S+1	1
net charge	-1

Geometry as XYZ:
```
52
C12H29N2O7S2 (the ωB97M-V functional and the def2-TZVPD basis)
C 0.48802 2.88148 2.93528
C -0.37262 3.07278 1.61203
O -0.53720 4.25291 1.19825
N -0.99692 2.00395 0.81356
C -0.20660 0.73392 0.81238
C 1.07028 0.84540 -0.17470
C 2.31355 -0.05893 0.28517
C 3.32167 0.68127 1.29547
S 4.75386 1.50756 0.40214
O 4.51365 1.60020 -1.08808
O 5.91897 0.53509 0.58217
N 5.24435 2.96533 1.14400
S 4.12231 4.22364 0.89820
O 4.86390 5.42197 0.32151
O 2.96894 3.89111 -0.01002
H -0.13990 3.01230 3.89341
H 0.98445 1.86212 3.02464
H 1.29881 3.68967 2.96319
H -1.91716 1.84065 1.26383
H 0.05947 0.35127 1.85336
H -0.88819 -0.06210 0.33607
H 1.39639 1.93738 -0.14182
H 0.78840 0.63246 -1.27852
H 2.84554 -0.53111 -0.61402
H 1.85957 -0.94732 0.86962
H 2.80607 1.43052 1.98425
H 3.74186 -0.14725 1.97538
H 3.56374 4.59718 2.13624
C 1.18679 -3.17715 -3.62106
C 0.05858 -2.44907 -2.90734
C -1.30096 -2.98084 -3.33470
O 0.13529 -1.05629 -3.19716
H 1.11656 -3.03867 -4.70489
H 2.15629 -2.77747 -3.31307
H 1.16518 -4.24846 -3.40408
H 0.17415 -2.56231 -1.82595
H -1.45684 -2.83567 -4.40866
H -2.10231 -2.44114 -2.82271
H -1.39711 -4.04632 -3.10923
H 0.03455 -0.94383 -4.15123
C -4.75351 -1.00174 -0.15107
C -3.97041 -1.86532 0.82540
C -4.88280 -2.48117 1.87480
O -2.97601 -1.07123 1.46835
H -5.24609 -0.17352 0.36858
H -4.08409 -0.55697 -0.89208
H -5.51428 -1.58727 -0.67387
H -3.45042 -2.65755 0.28011
H -5.37991 -1.70395 2.46424
H -4.30543 -3.08949 2.57596
H -5.64744 -3.11100 1.41275
H -3.42501 -0.36701 1.95393
```

Here are the natural (NBO) charges for atoms 1 to 5, given in e:
1. C -0.741
2. C 0.686
3. O -0.538
4. N -0.665
5. C -0.240

2 unconnected molecules or ions with the total composition C4H10N3 in a non-equilibrium geometry, computed with the ωB97M-V functional and the def2-TZVPD basis.

Values from the calculation:
ΔE to the lowest compared entry with this formula, charge and spin	287.3	kJ/mol
2S+1	1
net charge	+1

Geometry as XYZ:
```
17
C4H10N3 (the ωB97M-V functional and the def2-TZVPD basis)
C -1.81711 -0.88529 -1.09877
C 1.03223 -0.23944 0.49864
C 0.56938 -1.15731 1.46251
C 0.86610 1.85672 -0.67364
N -1.14732 -0.52596 -2.03051
N -2.03541 -1.03098 0.09045
N 0.88774 1.07063 0.48205
H -1.03873 -1.01598 -2.97537
H 1.60308 -0.48981 -0.45224
H 1.00976 -2.05268 1.70380
H -0.57907 -1.28479 1.29603
H 0.41583 -0.74199 2.46214
H 1.82610 1.91104 -1.06522
H 0.16956 1.42700 -1.31790
H 0.47969 2.86430 -0.40598
H -2.92316 -1.13303 0.66614
H 0.68133 1.42759 1.35785
```

Here are the natural (NBO) charges for atoms 1 to 5, given in e:
1. C 0.676
2. C 0.329
3. C -0.781
4. C -0.438
5. N -0.737

A molecular structure, H5N4O in a non-equilibrium geometry, computed with the ωB97M-V functional and the def2-TZVPD basis.

Values from the calculation:
ΔE to the lowest compared entry with this formula, charge and spin	203.4	kJ/mol
2S+1	1
net charge	-1

Geometry as XYZ:
```
10
H5N4O (the ωB97M-V functional and the def2-TZVPD basis)
N -0.78595 -1.22258 -0.00409
N 1.39051 1.38652 0.08782
N -0.30828 0.03653 0.28338
N 0.91791 0.16384 0.04772
O 1.63899 -0.89365 -0.28740
H -0.90815 -1.64300 0.97322
H 0.19948 -1.59805 -0.48520
H 2.42813 1.41858 -0.20505
H -2.64372 1.16168 -0.41275
H -1.92892 1.19012 0.00234
```

Here are the natural (NBO) charges for atoms 1 to 5, given in e:
1. N -0.730
2. N -0.699
3. N -0.231
4. N 0.380
5. O -0.671

A molecular structure, C4H12BCa2F6O2 in a non-equilibrium geometry, computed with the ωB97M-V functional and the def2-TZVPD basis.

Values from the calculation:
ΔE to the lowest compared entry with this formula, charge and spin	0.0	kJ/mol
2S+1	1
net charge	+1

Geometry as XYZ:
```
27
C4H12BCa2F6O2 (the ωB97M-V functional and the def2-TZVPD basis)
Ca -2.42254 0.45376 -0.63450
Ca -0.69281 2.39818 1.91397
B -3.06412 2.01453 3.71119
F -2.86140 3.18986 2.87257
F -2.81339 2.32924 5.00699
F -4.27463 1.46322 3.46961
F -1.97908 1.13164 3.24653
F -0.61127 0.39097 0.80258
F -2.14300 2.51522 0.15193
C 2.83752 -2.27141 0.36947
C 1.51532 -2.62529 0.96477
O 0.41628 -2.12813 0.17235
H 3.64327 -2.79784 0.87873
H 2.99253 -1.19386 0.44249
H 2.85603 -2.54156 -0.68783
H 1.44246 -2.20144 1.97510
H 1.38464 -3.69876 1.05097
H 0.28423 -1.19855 0.38124
C 1.08574 0.01221 -3.17835
C 0.24261 1.00228 -2.47025
O -1.19417 0.70544 -2.60653
H 0.83957 -0.04086 -4.24037
H 0.98993 -0.98229 -2.74055
H 2.13530 0.30450 -3.09922
H 0.40597 2.02111 -2.82205
H 0.42844 0.98002 -1.39635
H -1.44344 0.76783 -3.53450
```

Here are the natural (NBO) charges for atoms 1 to 5, given in e:
1. Ca 1.908
2. Ca 1.906
3. B 1.342
4. F -0.609
5. F -0.529

HOMO-LUMO gap readings, ordered: 7.76, 9.44, 7.82, 8.51 eV
HOMO energy readings, ordered: -5.65, -13.90, -2.78, -12.98 eV